# C56H112O42

14 unconnected molecules or ions with the total composition C56H112O42 (ωB97M-V with the def2-TZVPD basis set, the Open Molecules 2025 dataset).

Geometry as XYZ:
```
210
Properties=species:S:1:pos:R:3:forces:R:3
C -0.397 -3.719 4.949 -0.2 -0.7 0.7
C -0.137 -2.257 5.161 2.2 -1.2 -3.1
O 1.299 -2.247 5.454 -0.5 0.7 0.4
C 2.184 -1.469 4.833 0.8 -0.8 0.8
O 2.042 -0.829 3.816 -0.1 -0.3 1.0
O 3.375 -1.666 5.541 -1.6 0.9 -1.4
C 4.333 -0.633 5.229 0.4 -1.0 -0.1
H -1.415 -3.993 4.802 -1.2 0.2 0.0
H -0.069 -4.242 5.820 0.1 -0.5 0.9
H 0.114 -4.233 4.150 0.6 0.6 -0.6
H -0.692 -1.758 5.885 -0.7 0.6 1.7
H -0.323 -1.770 4.216 0.2 0.6 -0.3
H 4.401 -0.508 4.149 0.1 0.2 0.2
H 5.286 -0.976 5.645 -0.2 0.0 -0.2
H 4.038 0.265 5.733 -0.2 0.7 0.0
C -6.570 -6.723 -5.732 1.7 1.0 -0.8
C -5.964 -7.125 -4.431 1.3 0.5 0.3
O -4.501 -6.884 -4.420 -0.3 1.1 0.2
C -4.060 -5.633 -4.107 0.5 0.0 0.5
O -4.710 -4.599 -3.971 1.0 -2.1 -0.3
O -2.697 -5.758 -3.910 -1.6 0.2 -0.9
C -2.062 -4.584 -3.371 -1.2 0.6 -0.5
H -6.317 -5.610 -5.843 -0.9 -1.5 -0.2
H -7.626 -6.949 -5.665 -0.3 0.2 -0.4
H -6.047 -7.291 -6.554 -0.8 0.6 0.6
H -6.029 -8.196 -4.252 -0.1 0.1 0.2
H -6.387 -6.518 -3.635 0.0 -0.3 0.2
H -2.380 -3.659 -3.972 0.6 -1.3 1.1
H -0.997 -4.755 -3.336 0.1 -0.2 -0.4
H -2.395 -4.588 -2.345 -0.1 0.8 0.4
C 3.445 -3.213 1.702 0.8 0.5 0.1
C 2.476 -4.349 1.829 -1.1 -0.4 1.8
O 1.143 -4.012 1.349 -0.3 0.0 -1.0
C 0.700 -4.248 0.105 -0.4 -0.1 -1.6
O 1.327 -4.607 -0.894 -0.7 0.6 2.3
O -0.655 -4.009 -0.021 1.0 -0.5 1.1
C -1.435 -3.703 1.192 0.1 0.1 -0.8
H 4.422 -3.327 2.277 -1.2 -0.4 -0.8
H 2.983 -2.327 2.154 0.0 0.0 -0.3
H 3.641 -3.045 0.635 0.2 0.1 0.3
H 2.201 -4.510 2.896 0.6 0.1 -0.5
H 2.770 -5.318 1.466 0.3 -0.2 -0.7
H -2.519 -3.876 0.971 1.1 0.0 0.0
H -1.254 -2.662 1.421 -0.2 0.4 0.0
H -1.058 -4.267 2.036 -0.2 -0.4 0.0
C 4.175 9.024 1.133 -2.0 -0.5 -1.1
C 3.918 7.719 1.843 -0.5 0.0 1.0
O 3.189 6.929 0.916 0.6 0.8 -1.1
C 2.310 6.053 1.268 -1.7 -0.6 -0.6
O 2.052 5.685 2.373 0.1 -0.4 1.2
O 1.611 5.693 0.169 1.0 -0.2 -0.2
C 0.775 4.549 0.261 -1.4 0.3 0.7
H 4.939 9.599 1.559 0.9 0.9 0.9
H 3.219 9.574 1.014 0.7 0.0 0.3
H 4.487 8.781 0.111 0.0 0.0 0.2
H 3.481 7.691 2.875 -0.3 0.6 -1.1
H 4.834 7.237 2.004 1.6 -0.9 0.0
H 1.172 3.623 -0.113 0.9 -0.2 0.1
H -0.069 4.753 -0.392 0.0 0.1 0.1
H 0.406 4.431 1.298 0.2 -0.1 -0.5
C 2.192 4.483 5.112 0.0 2.4 -0.9
C 2.080 3.109 5.494 0.5 -3.3 -0.8
O 1.090 2.938 6.516 0.3 0.3 0.6
C 0.797 1.688 6.932 -0.5 3.2 0.8
O 1.204 0.721 6.405 0.5 -2.5 -0.6
O -0.009 1.823 8.005 0.8 -0.2 -0.7
C -0.554 0.586 8.463 -0.1 -1.1 -1.3
H 3.081 4.608 4.496 -0.3 -0.2 -0.7
H 2.475 5.102 5.933 -0.4 0.7 1.0
H 1.283 4.865 4.584 1.1 -0.1 0.5
H 3.084 2.645 5.687 -0.9 0.3 0.7
H 1.775 2.552 4.600 -0.3 -0.3 0.1
H -1.374 0.891 9.108 0.1 -0.4 0.2
H 0.234 -0.036 8.957 -0.8 0.5 -0.3
H -0.959 0.060 7.535 0.4 0.4 1.6
C -4.221 -2.135 4.992 0.9 -1.0 -1.3
C -4.146 -2.379 3.478 1.0 0.5 0.2
O -5.478 -2.544 2.982 -0.7 1.3 -1.2
C -5.999 -1.355 2.607 -1.5 0.6 0.2
O -5.504 -0.294 2.832 0.6 0.5 0.0
O -7.229 -1.377 2.015 2.0 -0.1 1.2
C -7.641 -2.670 1.640 -1.2 1.2 -1.9
H -3.226 -2.317 5.407 -0.2 0.0 0.2
H -4.956 -2.825 5.382 0.0 -0.2 0.4
H -4.512 -1.136 5.186 -0.3 1.0 0.3
H -3.702 -3.312 3.184 0.4 -0.6 0.4
H -3.547 -1.595 2.925 -1.1 -0.6 0.6
H -8.156 -3.134 2.438 -0.3 -0.9 0.9
H -6.770 -3.181 1.279 -0.1 -0.9 -0.3
H -8.376 -2.412 0.846 0.5 -0.9 0.2
C 3.209 0.242 0.283 -0.7 -0.4 -0.8
C 3.821 0.606 1.571 -1.8 1.9 0.2
O 4.046 2.074 1.489 -1.0 -0.7 0.4
C 4.625 2.544 2.573 2.1 0.2 -0.2
O 4.949 1.912 3.553 -0.6 0.3 0.2
O 5.054 3.781 2.294 -0.6 0.5 -0.7
C 5.918 4.462 3.203 -1.4 -0.2 0.5
H 3.817 0.667 -0.528 -0.3 -0.5 -0.1
H 2.181 0.645 0.211 0.6 -0.1 0.0
H 3.124 -0.861 0.277 0.1 0.5 -0.5
H 4.785 0.232 1.681 1.5 -1.2 0.5
H 3.103 0.360 2.367 0.8 0.2 0.1
H 5.295 4.790 4.055 0.4 0.4 -0.4
H 6.395 5.269 2.638 -0.2 -0.2 0.3
H 6.596 3.753 3.613 1.0 -0.4 0.2
C -3.823 -0.825 -0.664 0.5 1.5 0.3
C -4.004 -1.712 -1.865 0.9 0.1 0.6
O -5.300 -2.203 -1.960 -1.8 -1.3 0.0
C -5.517 -3.410 -1.452 -0.7 0.1 0.9
O -4.779 -4.022 -0.693 -0.7 0.4 -1.1
O -6.783 -3.763 -1.807 1.5 0.6 0.5
C -7.260 -4.978 -1.261 -0.7 -0.2 -0.3
H -2.768 -0.579 -0.503 0.1 -0.3 -0.2
H -4.160 -1.264 0.277 -0.3 -0.1 -0.2
H -4.242 0.190 -0.820 -0.3 -0.8 0.2
H -3.346 -2.567 -1.815 0.4 0.0 -0.1
H -3.911 -1.185 -2.790 0.7 0.5 -0.5
H -7.359 -5.649 -2.121 0.0 -0.2 0.5
H -8.270 -4.770 -0.878 0.3 -0.1 0.0
H -6.609 -5.376 -0.479 -0.1 0.1 -0.2
C 4.180 -3.529 -2.549 -1.1 -0.5 -2.1
C 4.526 -3.990 -3.990 0.9 0.2 1.5
O 5.214 -2.885 -4.600 -0.1 0.0 -0.6
C 5.417 -2.980 -5.918 -0.6 1.0 0.5
O 4.972 -3.770 -6.692 -0.7 -1.6 0.1
O 6.142 -1.950 -6.326 0.4 0.7 0.4
C 6.353 -2.029 -7.733 2.3 0.2 0.2
H 4.992 -3.089 -2.061 1.5 0.7 0.5
H 3.861 -4.360 -1.949 -0.5 -0.4 0.2
H 3.394 -2.784 -2.651 -0.2 0.0 0.3
H 3.652 -4.311 -4.540 0.0 0.2 -0.3
H 5.269 -4.786 -3.966 -0.2 -0.4 0.0
H 6.838 -3.000 -7.896 -0.4 0.2 -0.5
H 7.114 -1.249 -7.997 -1.0 -0.5 0.3
H 5.423 -1.937 -8.249 -0.4 0.1 -0.5
C -2.673 5.695 -0.253 -0.3 -0.6 -2.6
C -2.718 4.214 -0.635 0.6 0.7 1.7
O -2.074 4.075 -1.890 -0.8 0.3 0.7
C -2.243 2.908 -2.476 0.5 -1.0 -1.3
O -2.846 1.941 -2.066 0.4 0.6 -0.4
O -1.580 3.059 -3.639 0.2 -1.9 -1.1
C -1.226 1.890 -4.521 -1.1 1.2 0.9
H -3.231 6.315 -0.997 0.1 -0.4 0.8
H -1.637 5.995 -0.350 0.1 0.3 0.4
H -3.054 5.757 0.729 -0.4 0.6 1.1
H -3.697 3.751 -0.551 -0.2 0.1 -0.6
H -2.115 3.716 0.135 0.1 -0.3 -0.3
H -1.823 1.902 -5.416 -0.1 0.8 -0.5
H -1.501 0.926 -4.143 0.3 -0.4 1.1
H -0.183 2.022 -4.725 0.5 -0.1 -0.1
C -1.603 4.620 4.001 0.0 -0.1 0.5
C -1.600 3.454 4.967 -0.9 -0.9 -0.3
O -2.963 3.033 5.079 -1.0 -0.4 0.1
C -3.207 1.802 5.612 -0.1 2.7 -1.0
O -2.343 1.175 6.150 -0.3 -1.2 0.3
O -4.492 1.520 5.471 -0.3 -0.5 -0.1
C -5.302 2.252 4.480 1.7 -0.6 -1.0
H -2.275 5.430 4.343 0.3 -0.5 -0.1
H -1.876 4.309 2.991 -0.1 0.0 0.1
H -0.597 4.999 3.984 0.4 0.4 -0.3
H -1.222 3.640 5.955 0.3 0.5 0.4
H -1.130 2.531 4.634 0.8 0.5 -0.3
H -5.015 1.915 3.456 -0.2 0.1 0.9
H -5.136 3.315 4.529 -0.2 0.2 0.4
H -6.302 1.952 4.659 -0.8 -0.2 0.3
C 3.047 0.586 -7.795 0.1 -0.3 -1.8
C 1.959 0.414 -6.802 -0.9 2.0 0.8
O 2.228 -0.754 -6.030 -0.6 0.5 -0.2
C 1.235 -1.542 -5.582 0.3 0.9 -0.3
O 0.044 -1.353 -5.517 0.4 0.6 -0.6
O 1.864 -2.610 -5.176 -0.7 -2.2 1.2
C 0.962 -3.724 -4.880 0.7 -0.2 -1.2
H 3.059 -0.238 -8.518 0.2 -0.3 0.4
H 4.007 0.659 -7.313 0.4 0.0 0.1
H 2.903 1.439 -8.481 -0.1 0.1 0.8
H 0.967 0.445 -7.238 -0.2 -0.8 -0.3
H 1.919 1.348 -6.189 0.3 -1.0 0.3
H 0.760 -4.207 -5.851 0.2 -0.1 0.5
H 0.026 -3.451 -4.463 -0.5 0.8 0.2
H 1.434 -4.379 -4.167 0.5 -0.2 0.0
C 3.893 1.411 -3.458 1.3 -0.1 -0.3
C 3.059 2.605 -3.025 -0.1 -2.4 -1.4
O 2.254 2.931 -4.143 -1.1 -1.5 -0.2
C 2.509 3.968 -4.873 -1.6 -0.2 0.2
O 3.264 4.820 -4.576 1.9 2.0 -0.2
O 1.650 3.952 -5.898 -0.4 0.3 0.0
C 1.650 5.149 -6.663 0.8 1.2 -0.8
H 3.387 0.543 -3.856 -0.7 0.0 0.0
H 4.543 1.022 -2.672 0.0 0.2 0.2
H 4.584 1.739 -4.261 -0.3 -0.1 0.3
H 3.740 3.356 -2.786 0.5 1.7 0.8
H 2.317 2.328 -2.315 -0.2 0.1 1.2
H 2.663 5.248 -7.069 -0.1 0.3 0.0
H 1.446 6.127 -6.107 -0.1 -1.7 -0.4
H 0.994 4.982 -7.531 -0.1 0.2 0.7
C -0.256 -1.862 -2.178 0.0 0.1 -1.7
C 0.085 -0.599 -1.517 1.2 1.7 1.1
O -0.163 -0.835 -0.059 0.1 -0.1 -1.8
C -0.341 0.298 0.556 -0.2 0.2 1.2
O -0.426 1.375 0.009 0.1 0.2 1.3
O -0.414 -0.012 1.882 0.3 0.6 -0.7
C -0.485 1.089 2.784 0.7 -0.4 0.1
H -0.264 -1.669 -3.282 0.4 -0.5 0.9
H -1.220 -2.261 -1.931 -0.7 0.2 0.3
H 0.442 -2.600 -1.826 0.4 -0.5 -0.6
H -0.427 0.361 -1.848 0.3 -1.6 0.4
H 1.216 -0.390 -1.523 -1.6 -0.3 -0.4
H -1.140 1.798 2.380 -1.4 1.1 -0.4
H 0.444 1.643 2.922 0.4 -0.5 -0.1
H -0.810 0.694 3.735 -0.1 -0.1 0.2
```
Positions in Å, forces in eV/Å.

Computed properties:
Spin multiplicity: 1
LUMO energy in eV: 0.6
Orbital gap in Ha: 0.411
Energy above the lowest of the compared OMol25 structures with the same formula, charge and spin in kJ/mol: 195.4
Energy in Eh: -5361.0687
Net charge: 0